{
  "formula": "C18H38N3OPSSiZr",
  "method": "ωB97M-V/def2-TZVPD",
  "e_above_lowest_kj_mol": 0.0,
  "total_charge": 0,
  "energy_ev": -55080.547,
  "orbital_gap_ev": 4.3,
  "elements": ["Zr", "Si", "P", "N", "H", "C", "H", "H", "H", "C", "H", "H", "H", "C", "H", "H", "H", "C", "H", "H", "H", "H", "H", "C", "C", "C", "C", "C", "C", "H", "H", "H", "H", "H", "C", "O", "C", "H", "H", "H", "C", "H", "H", "H", "C", "C", "N", "C", "S", "N", "C", "C", "H", "H", "H", "H", "H", "H", "H", "H", "H", "H", "H", "H"],
  "coordinates": [[0.62131, -0.03802, -0.56417], [2.55699, 0.53046, -2.43021], [0.23635, 0.54457, -3.28016], [-0.12013, -1.81055, -0.89912], [-0.16850, 2.59601, 1.18823], [-1.59156, 0.59510, -3.01134], [-2.10571, 0.88916, -3.94260], [-1.86965, 1.31538, -2.22670], [-1.98112, -0.38337, -2.69592], [0.53207, 2.04646, -4.27742], [-0.05362, 1.97691, -5.20628], [1.59735, 2.13565, -4.53415], [0.23117, 2.93972, -3.71030], [0.44702, -0.87116, -4.42810], [0.05606, -0.59797, -5.41990], [-0.08439, -1.75356, -4.04289], [1.51082, -1.12924, -4.52100], [3.32870, 2.05841, -1.61623], [3.03982, 2.15056, -0.56154], [3.04863, 2.97100, -2.16984], [4.42189, 1.94514, -1.67248], [2.48789, -0.58854, -1.37959], [3.43450, 0.14094, -3.56754], [-0.15268, -3.10320, -1.19269], [-1.25571, -5.28477, -1.23511], [-1.29454, -3.92542, -0.94533], [1.01673, -3.72302, -1.75148], [1.03206, -5.08038, -2.02504], [-0.08400, -5.87529, -1.74996], [-2.13735, -5.90209, -1.05490], [-2.16714, -3.43793, -0.50140], [1.88599, -3.08717, -1.91420], [1.94400, -5.50411, -2.45319], [-0.06016, -6.95088, -1.91943], [-0.83268, 2.63618, 0.29970], [-0.72472, 1.33700, -0.25622], [-2.24918, 2.96477, 0.71968], [-2.26485, 4.01619, 1.04567], [-2.61339, 2.34546, 1.54344], [-2.93707, 2.89148, -0.13613], [-0.33612, 3.70526, -0.65354], [-0.84764, 3.64592, -1.62768], [0.75265, 3.67021, -0.79798], [-0.56378, 4.68746, -0.21595], [0.00088, 2.36228, 5.40902], [-0.34034, 1.71584, 4.07926], [0.86833, 1.01814, 3.58588], [0.79328, -0.01063, 2.71421], [2.06848, -0.26694, 1.57803], [-0.22809, -0.89753, 2.86662], [-0.42725, -1.47848, 4.22318], [-1.84829, -1.95422, 4.38575], [0.49990, 1.64981, 6.08513], [-0.90884, 2.70141, 5.90028], [0.66121, 3.22437, 5.25648], [-1.13871, 0.97469, 4.18270], [-0.64698, 2.48606, 3.34223], [1.67177, 1.62025, 3.43825], [-0.24932, -1.61765, 2.14002], [0.29105, -2.30228, 4.36193], [-0.17824, -0.68316, 4.92972], [-2.03254, -2.82696, 3.74905], [-1.98275, -2.23916, 5.43156], [-2.55985, -1.16455, 4.13167]],
  "lowdin_charge": [1.0123, 0.3892, 0.5411, -0.2280, 0.1094, -0.3087, 0.0262, 0.0111, 0.0377, -0.2670, 0.0508, 0.0302, 0.0370, -0.2551, 0.0476, 0.0477, 0.0206, -0.3371, -0.0083, 0.0159, 0.0051, -0.1151, -0.0608, -0.4689, -0.1241, -0.0693, -0.0677, -0.1264, -0.1359, 0.0909, 0.0913, 0.0824, 0.0955, 0.0843, -0.5520, -0.4578, -0.0624, 0.0793, 0.0720, 0.0899, -0.0542, 0.0806, 0.0711, 0.0802, -0.0833, -0.2240, 0.0029, -0.7865, 0.6184, 0.0114, -0.2315, -0.0826, 0.0829, 0.0766, 0.0799, 0.1047, 0.1119, 0.1275, 0.1187, 0.1322, 0.0995, 0.0838, 0.0793, 0.0775]
}

=====

{
  "formula": "C18H38O",
  "method": "ωB97M-V/def2-TZVPD",
  "e_above_lowest_kj_mol": 9.8,
  "total_charge": 0,
  "energy_ev": -21330.687,
  "orbital_gap_ev": 11.2,
  "elements": ["C", "C", "C", "C", "C", "C", "C", "C", "C", "C", "C", "C", "C", "C", "C", "C", "C", "C", "O", "H", "H", "H", "H", "H", "H", "H", "H", "H", "H", "H", "H", "H", "H", "H", "H", "H", "H", "H", "H", "H", "H", "H", "H", "H", "H", "H", "H", "H", "H", "H", "H", "H", "H", "H", "H", "H", "H"],
  "coordinates": [[7.15129, 0.83886, 4.55305], [6.12505, -0.28315, 4.65658], [4.89790, 0.14921, 5.45820], [3.81478, -0.93489, 5.55149], [2.65720, -0.75108, 4.56810], [3.06092, -0.87842, 3.10175], [1.85271, -0.80281, 2.17028], [2.25979, -0.95233, 0.70600], [1.10177, -0.74997, -0.27137], [0.01285, -1.81462, -0.14235], [-0.96159, -1.82007, -1.32056], [-1.79218, -0.54321, -1.42839], [-2.80768, -0.62483, -2.56572], [-3.62304, 0.65842, -2.70447], [-4.62185, 0.57934, -3.85652], [-5.42714, 1.86850, -3.99908], [-6.45499, 1.80904, -5.13064], [-5.81788, 1.95316, -6.51461], [-5.15214, 3.18173, -6.68625], [6.72398, 1.70134, 4.04556], [7.47560, 1.15261, 5.54314], [8.02459, 0.51042, 3.99407], [5.82595, -0.59166, 3.65416], [6.58332, -1.14692, 5.14442], [4.47266, 1.05007, 5.01081], [5.23012, 0.41640, 6.46425], [4.26886, -1.91535, 5.39216], [3.39393, -0.93335, 6.55964], [2.20142, 0.22874, 4.73145], [1.89650, -1.50527, 4.78772], [3.75691, -0.07944, 2.84127], [3.57165, -1.83260, 2.95020], [1.34950, 0.15728, 2.30903], [1.14602, -1.59038, 2.43754], [2.69265, -1.94406, 0.55272], [3.03696, -0.21698, 0.48122], [1.49977, -0.77778, -1.28900], [0.67097, 0.23970, -0.10970], [-0.54724, -1.65991, 0.78155], [0.48852, -2.79696, -0.08305], [-0.40303, -1.96415, -2.24877], [-1.63916, -2.67087, -1.21017], [-1.13410, 0.30951, -1.60275], [-2.31690, -0.37234, -0.48526], [-3.48351, -1.46525, -2.38877], [-2.28078, -0.81840, -3.50321], [-4.15908, 0.84898, -1.77135], [-2.94608, 1.49897, -2.87365], [-5.30474, -0.25694, -3.68579], [-4.07890, 0.38126, -4.78210], [-4.74575, 2.70067, -4.18864], [-5.94506, 2.06687, -3.05764], [-7.18094, 2.61782, -5.00003], [-6.99934, 0.86384, -5.09199], [-6.59274, 1.82861, -7.28671], [-5.05611, 1.18743, -6.67024], [-5.77224, 3.89520, -6.49753]],
  "lowdin_charge": [-0.1177, -0.2799, -0.2270, -0.2150, -0.2238, -0.2285, -0.2237, -0.2235, -0.2233, -0.2232, -0.2249, -0.2263, -0.2280, -0.2259, -0.2235, -0.2194, -0.1939, -0.2847, -0.0692, 0.0703, 0.0696, 0.0662, 0.0938, 0.1086, 0.1101, 0.1077, 0.1081, 0.1028, 0.1136, 0.1101, 0.1066, 0.1202, 0.1205, 0.1092, 0.1133, 0.1107, 0.1133, 0.1074, 0.1077, 0.1130, 0.1129, 0.1105, 0.1086, 0.1192, 0.1154, 0.1166, 0.1159, 0.1176, 0.1171, 0.1095, 0.1111, 0.1115, 0.1082, 0.1113, 0.1140, 0.1109, 0.0884]
}

=====

{
  "formula": "C18H38OP2Ru",
  "method": "ωB97M-V/def2-TZVPD",
  "multiplicity": 5,
  "e_above_lowest_kj_mol": 39.9,
  "s2": 6.035,
  "total_charge": 2,
  "energy_ev": -42468.673,
  "orbital_gap_ev": [9.2, 5.6],
  "elements": ["P", "P", "C", "C", "H", "H", "H", "H", "C", "H", "H", "H", "C", "H", "H", "H", "C", "H", "H", "H", "C", "H", "H", "H", "Ru", "C", "C", "C", "C", "C", "C", "C", "C", "C", "H", "H", "H", "H", "H", "H", "H", "H", "H", "H", "H", "H", "H", "H", "H", "C", "C", "C", "O", "H", "H", "H", "H", "H", "H", "H"],
  "coordinates": [[-2.38590, 3.20693, -4.52317], [-1.61873, 0.42555, -5.66692], [-2.44930, 3.02313, -6.37140], [-2.60821, 1.56355, -6.77068], [-1.52942, 3.46319, -6.77815], [-3.29198, 3.62634, -6.72705], [-3.65591, 1.23804, -6.73359], [-2.25743, 1.40053, -7.79489], [-0.06117, 0.63426, -6.64300], [0.65134, -0.15701, -6.37758], [0.38703, 1.62026, -6.46721], [-0.32700, 0.53488, -7.70458], [-2.15890, -1.08782, -6.56858], [-1.93582, -0.95463, -7.63386], [-3.23722, -1.24562, -6.44451], [-1.61662, -1.96625, -6.19643], [-2.17652, 5.01857, -4.41684], [-2.25411, 5.32520, -3.36380], [-2.96920, 5.49907, -5.00413], [-1.19135, 5.29867, -4.81237], [-4.21443, 3.17152, -4.32296], [-4.62701, 2.17757, -4.53828], [-4.62628, 3.89660, -5.03706], [-4.48877, 3.47210, -3.30413], [-0.43596, 0.14459, -0.32423], [-0.88891, -1.05613, -2.12269], [0.38757, -0.46534, -2.26892], [0.72658, 0.74984, -3.08481], [0.50766, 2.11413, -2.38938], [-0.37309, 2.07765, -1.17017], [-1.71366, 1.58353, -1.12759], [-2.41940, 0.98472, -2.30686], [-2.19553, -0.51770, -2.59657], [-0.46317, 1.10000, 1.49394], [-0.90286, -2.13519, -1.91854], [1.23800, -1.14724, -2.13418], [0.19201, 0.72147, -4.04988], [1.79460, 0.68139, -3.31917], [1.49021, 2.47878, -2.05105], [0.13754, 2.86891, -3.10884], [-0.11327, 2.81909, -0.40428], [-2.36226, 2.06992, -0.38159], [-2.06951, 1.53546, -3.20209], [-3.49993, 1.17413, -2.20551], [-3.01029, -1.09086, -2.11409], [-2.31375, -0.69627, -3.68122], [-0.60057, 0.39548, 2.34096], [-1.23304, 1.89732, 1.51565], [0.54349, 1.56748, 1.58207], [2.18682, -0.94892, 1.24498], [1.16757, -2.04613, 1.01830], [0.93859, -2.92324, 2.25226], [-0.11456, -1.60930, 0.59452], [1.85572, -0.26670, 2.03001], [2.36991, -0.37778, 0.33006], [3.14027, -1.38426, 1.56390], [1.54895, -2.71737, 0.22864], [0.51882, -2.33586, 3.07382], [0.22787, -3.72316, 2.01243], [1.88001, -3.37306, 2.57869]],
  "lowdin_charge": [0.9917, 0.9360, -0.3819, -0.4056, 0.0948, 0.1008, 0.0907, 0.0930, -0.2519, 0.0600, 0.0536, 0.0566, -0.2475, 0.0603, 0.0584, 0.0574, -0.2244, 0.0626, 0.0726, 0.0621, -0.2256, 0.0604, 0.0672, 0.0636, 1.3501, -0.1841, -0.2031, -0.1814, -0.1714, -0.2607, -0.2583, -0.2309, -0.1818, -0.1808, 0.1292, 0.1252, 0.0352, 0.1272, 0.1260, 0.0954, 0.1164, 0.1227, -0.0345, 0.1255, 0.1389, 0.0591, 0.0321, 0.0332, 0.0339, -0.0559, -0.4899, -0.0281, -0.1903, 0.0746, 0.0693, 0.1060, 0.1623, 0.0924, 0.0937, 0.0981]
}

=====

{
  "formula": "C18H39F10N3O6S2",
  "method": "ωB97M-V/def2-TZVPD",
  "e_above_lowest_kj_mol": 0.0,
  "total_charge": 0,
  "energy_ev": -84894.670,
  "orbital_gap_ev": 8.7,
  "elements": ["O", "S", "O", "F", "N", "C", "C", "C", "C", "C", "F", "F", "C", "F", "F", "S", "F", "F", "F", "F", "F", "H", "H", "H", "H", "H", "H", "H", "H", "H", "C", "O", "C", "C", "N", "C", "C", "O", "C", "H", "H", "H", "H", "H", "H", "H", "H", "H", "H", "H", "H", "H", "H", "H", "C", "O", "C", "C", "N", "C", "C", "O", "C", "H", "H", "H", "H", "H", "H", "H", "H", "H", "H", "H", "H", "H", "H", "H"],
  "coordinates": [[7.53115, 3.00006, 4.54871], [6.71823, 3.86493, 3.76245], [5.88049, 3.35522, 2.73752], [7.67479, 4.92654, 3.12531], [5.85823, 4.92859, 4.68060], [4.78716, 4.23588, 5.44249], [3.83763, 5.27925, 6.03906], [2.78962, 5.78968, 5.02895], [1.33233, 5.57804, 5.49123], [0.41127, 5.03758, 4.41986], [0.65874, 5.71008, 3.25556], [-0.88074, 5.26203, 4.71484], [0.54111, 3.54535, 3.98126], [1.70759, 3.37600, 3.38423], [-0.40754, 3.30002, 3.09309], [0.42064, 2.20737, 5.33044], [1.08477, 1.15979, 4.35269], [-1.01233, 1.74144, 4.86552], [-0.26245, 3.22899, 6.34221], [1.86418, 2.66077, 5.84594], [0.39873, 1.11831, 6.46339], [6.52158, 5.33209, 5.34058], [4.22888, 3.60702, 4.75075], [5.20576, 3.60297, 6.22789], [3.35726, 4.80422, 6.89623], [4.42326, 6.11641, 6.42288], [2.96343, 5.33660, 4.05522], [2.94578, 6.85821, 4.88398], [1.29505, 4.96608, 6.38410], [0.88929, 6.53841, 5.76481], [-1.13321, -1.71482, -1.90581], [-2.01195, -0.64147, -1.62105], [-2.12028, -0.31119, -0.24410], [-1.50609, 1.04084, 0.04507], [-0.05782, 1.00566, -0.10144], [0.59244, 2.31152, -0.05214], [0.25967, 3.32538, -1.14026], [0.72315, 2.97514, -2.43004], [-0.12604, 2.12472, -3.17563], [-1.25874, -1.97223, -2.95340], [-0.08553, -1.44330, -1.72781], [-1.37786, -2.59505, -1.30395], [-1.65939, -1.08540, 0.37687], [-3.18581, -0.27041, 0.00143], [-1.74946, 1.32841, 1.07298], [-1.98371, 1.76816, -0.62652], [0.17282, 0.55630, -0.97803], [1.67136, 2.13858, -0.08458], [0.37525, 2.76637, 0.91403], [0.77428, 4.25513, -0.88348], [-0.81196, 3.55908, -1.17516], [-1.17973, 2.30020, -2.94213], [0.10278, 1.06763, -3.01186], [0.03858, 2.34141, -4.23132], [-1.17945, -8.69611, -4.93074], [-1.85538, -8.03130, -5.97805], [-3.26636, -8.20628, -5.97958], [-3.97962, -6.91354, -5.65088], [-3.76634, -6.52933, -4.26266], [-4.24016, -5.19340, -3.91672], [-3.59722, -3.99688, -4.60773], [-2.24526, -3.77648, -4.25246], [-1.28765, -4.52565, -4.97701], [-0.11264, -8.61115, -5.12984], [-1.38786, -8.25006, -3.95173], [-1.44606, -9.75668, -4.89568], [-3.55811, -8.99719, -5.28229], [-3.55627, -8.51911, -6.98657], [-5.05228, -7.05048, -5.81817], [-3.62572, -6.15339, -6.36130], [-2.77845, -6.59083, -4.05321], [-4.09768, -5.06593, -2.84075], [-5.31896, -5.15457, -4.09937], [-4.13654, -3.10470, -4.27926], [-3.69757, -4.04118, -5.69911], [-1.61617, -4.71938, -6.00123], [-1.05560, -5.47669, -4.48907], [-0.36933, -3.93828, -5.01005]],
  "lowdin_charge": [-0.2466, 0.5792, -0.2341, -0.1400, -0.1214, -0.2340, -0.1711, -0.1521, -0.0741, -0.4693, 0.1151, 0.1278, -0.4604, 0.1378, 0.1363, 0.7796, -0.1137, -0.1196, -0.1339, -0.1379, -0.1044, 0.1161, 0.1052, 0.1227, 0.1070, 0.1119, 0.1072, 0.1165, 0.1017, 0.1380, -0.1085, -0.1921, -0.2203, -0.2148, -0.0428, -0.1946, -0.2243, -0.1775, -0.1015, 0.0715, 0.0807, 0.0902, 0.1216, 0.1206, 0.1194, 0.1074, 0.0704, 0.1237, 0.0921, 0.1218, 0.1117, 0.0878, 0.0731, 0.0867, -0.1172, -0.1947, -0.2184, -0.2188, -0.0510, -0.1999, -0.2199, -0.2026, -0.0932, 0.0880, 0.0796, 0.0873, 0.1218, 0.1214, 0.1237, 0.1066, 0.0707, 0.1192, 0.1180, 0.1237, 0.1120, 0.0892, 0.0748, 0.0882]
}